Record 1
Density functional theory data (wB97M-V/def2-TZVPD) for 4 unconnected molecules or ions with the total composition C49H36F4NO10P in a non-equilibrium geometry.

The geometry in XYZ format:
```
101
Properties=species:S:1:pos:R:3:forces:R:3
N 1.29693 3.55060 -3.91108 -0.2 -0.2 0.1
O 1.42162 4.25647 -2.64939 0.3 0.5 -0.9
P 0.38339 5.43794 -2.34540 -0.4 -0.1 1.6
O 0.35500 5.68225 -0.91273 0.1 0.1 0.2
O -1.03333 4.95440 -2.84835 0.4 0.5 -0.6
C -1.43300 4.95113 -4.23168 -0.4 -0.6 -0.1
C -2.94049 5.11837 -4.26737 -0.2 -0.3 0.2
C -3.55003 4.74337 -5.62190 -0.3 0.1 0.1
F -2.56867 4.35615 -6.53615 0.1 0.1 -0.1
O 0.81856 6.73976 -3.15086 0.0 -0.6 -0.6
C 1.76938 6.71934 -4.22015 0.1 0.8 -0.2
C 2.42306 8.10159 -4.28396 0.0 0.7 -0.2
C 3.72113 8.02585 -5.02201 -0.2 0.7 -0.8
F 4.81794 8.52099 -4.38704 0.1 -1.6 0.9
C 3.92205 7.39887 -6.21123 0.2 -0.1 0.1
F 3.45533 7.81006 -7.38050 -1.3 -0.9 0.4
F 4.59969 6.26645 -6.37954 1.2 1.0 -0.3
H 1.15279 4.23638 -4.65069 0.1 0.1 0.1
H 2.23941 3.19771 -4.05048 0.0 0.0 0.1
H -0.90866 5.70403 -4.82266 0.0 0.1 0.2
H -1.20226 3.96709 -4.63501 0.2 0.0 0.0
H -3.24942 6.11139 -3.94243 0.1 0.1 -0.1
H -3.33249 4.42218 -3.52360 0.0 0.0 0.0
H -4.10545 5.56783 -6.06813 0.1 0.1 0.0
H -4.23732 3.90518 -5.51679 0.1 -0.1 0.0
H 2.55443 5.98164 -4.05961 -0.1 -0.2 0.1
H 1.25370 6.54212 -5.16963 0.0 -0.3 0.0
H 2.67516 8.38518 -3.25995 0.0 0.2 0.0
H 1.72419 8.84687 -4.67085 0.0 0.0 0.1
O 1.74189 -1.96563 -1.51036 0.0 0.0 0.0
C 2.23778 -1.40471 -0.55125 0.0 0.0 -0.1
C 1.96619 0.02877 -0.27225 0.1 0.0 0.0
C 1.11465 0.72938 -1.11575 -0.1 0.2 0.0
C 0.80501 2.05075 -0.85560 0.0 -0.1 0.2
C 1.35068 2.69311 0.25112 0.0 0.0 0.1
C 2.21950 2.00667 1.08537 -0.1 0.1 0.0
C 2.53321 0.67582 0.82802 0.0 0.0 0.0
C 3.47513 -0.03980 1.73319 0.0 0.0 0.0
O 4.01271 0.52629 2.66047 0.0 0.0 0.0
C 3.73243 -1.48771 1.46600 0.0 0.0 0.0
C 4.57524 -2.19128 2.31759 0.0 -0.1 0.0
C 4.80291 -3.54108 2.10790 0.0 0.0 0.0
C 4.18922 -4.19285 1.04331 0.0 0.0 0.0
C 3.35655 -3.49561 0.18488 0.0 -0.1 0.0
C 3.12822 -2.14018 0.38969 0.0 0.0 0.0
H 0.68282 0.24479 -1.97414 0.1 -0.1 0.0
H 0.13037 2.57780 -1.51279 -0.1 0.0 0.0
H 1.09461 3.72582 0.45047 0.0 0.0 0.0
H 2.65624 2.49312 1.94680 0.0 0.0 0.0
H 5.04172 -1.67330 3.14419 0.0 0.1 0.0
H 5.45218 -4.08991 2.77682 0.0 0.0 0.0
H 4.36073 -5.25047 0.88699 0.0 0.0 0.0
H 2.87428 -3.99310 -0.64570 0.0 0.1 0.0
O -5.72672 -1.80781 0.40779 0.0 0.0 0.0
C -5.40935 -1.03446 -0.46999 0.0 0.0 0.1
C -4.03796 -1.04426 -1.05161 0.0 0.0 0.0
C -3.11314 -1.97315 -0.58709 0.1 0.0 0.0
C -1.84116 -2.01941 -1.13489 -0.1 0.0 0.0
C -1.49436 -1.14151 -2.15408 -0.1 0.0 -0.1
C -2.40588 -0.20538 -2.61150 0.1 0.0 0.0
C -3.67800 -0.14579 -2.05914 -0.1 0.0 0.0
C -4.63270 0.88706 -2.55113 0.0 0.0 0.0
O -4.30218 1.70417 -3.38762 0.0 0.0 0.0
C -6.01206 0.88342 -1.98434 0.0 0.0 0.0
C -6.93613 1.81151 -2.44882 -0.1 0.0 0.0
C -8.22967 1.80618 -1.95605 0.0 0.0 0.0
C -8.60694 0.87300 -0.99656 0.0 0.0 0.0
C -7.68731 -0.04631 -0.52130 -0.1 0.0 0.0
C -6.38657 -0.04255 -1.00911 0.1 0.0 0.0
H -3.40150 -2.65259 0.20326 -0.1 0.0 0.0
H -1.11628 -2.73763 -0.77435 0.0 0.0 0.0
H -0.50850 -1.19065 -2.59223 0.0 -0.1 0.0
H -2.13866 0.48698 -3.39868 0.0 0.0 0.0
H -6.63213 2.52952 -3.19790 0.1 0.0 0.0
H -8.94861 2.52781 -2.32124 0.0 0.0 0.0
H -9.62073 0.86550 -0.61833 0.0 0.0 0.0
H -7.96762 -0.77420 0.22755 0.1 0.0 0.0
O 3.96195 -5.59368 4.95830 0.0 0.0 0.0
C 2.94626 -5.87240 5.56092 0.0 0.0 0.0
C 1.64427 -6.02020 4.84959 0.0 0.0 0.1
C 1.61129 -5.85417 3.47165 0.0 0.0 -0.2
C 0.42228 -6.01831 2.78205 0.0 0.0 0.0
C -0.74060 -6.35228 3.46841 0.0 0.0 0.0
C -0.71667 -6.50516 4.84468 -0.1 0.0 -0.1
C 0.47361 -6.33467 5.54108 0.0 0.0 0.0
C 0.47530 -6.48596 7.02461 0.0 0.0 0.0
O -0.54887 -6.70863 7.63307 0.0 0.0 0.0
C 1.78168 -6.35923 7.73469 0.0 0.0 -0.1
C 1.81772 -6.53024 9.11299 0.0 0.0 0.1
C 3.02318 -6.44523 9.78851 0.0 0.0 0.0
C 4.19866 -6.18944 9.09077 0.0 0.0 0.0
C 4.16700 -6.00644 7.71899 0.1 0.0 0.1
C 2.95938 -6.08611 7.03627 0.0 0.0 0.0
H 2.52205 -5.59742 2.94800 0.0 0.0 0.1
H 0.40021 -5.88964 1.70756 0.0 0.0 0.0
H -1.66770 -6.49073 2.92776 0.0 0.0 0.0
H -1.61547 -6.75871 5.38971 0.0 0.0 0.1
H 0.89762 -6.73241 9.64375 0.0 0.0 -0.1
H 3.04974 -6.58155 10.86163 0.0 0.0 0.0
H 5.14051 -6.13132 9.62031 0.0 0.0 0.0
H 5.07387 -5.80341 7.16625 0.0 0.0 -0.1
```
Positions in Å, forces in eV/Å.

Properties
Lowest unoccupied orbital energy in eV: -1.009
HOMO level in eV: -9.00
Total charge: 0

=====

Record 2
Density functional theory data (wB97M-V/def2-TZVPD) for 2 unconnected molecules or ions with the total composition C9H16N2O in a non-equilibrium geometry.

The geometry in XYZ format:
```
28
Properties=species:S:1:pos:R:3:forces:R:3
C -2.16140 2.08115 0.00046 0.1 0.5 0.2
C -2.04450 0.61538 -0.29697 0.5 -0.5 -0.3
C -3.19527 -0.04676 -1.08256 -0.4 -0.3 -1.0
C -3.26091 -1.14324 -0.04305 0.0 -0.6 0.3
C -2.29484 -0.39134 0.85146 0.0 0.1 0.7
C 1.51189 0.34567 1.60182 -0.3 0.0 -0.6
C 1.89650 0.84361 0.20199 -0.2 0.3 0.8
C 1.19713 1.87648 -0.43715 0.7 -0.2 -0.3
C 2.98382 0.25613 -0.41897 0.5 -0.3 -0.2
H -3.00760 2.27296 0.66888 -0.1 0.0 -0.2
H -2.29045 2.65699 -0.93136 0.1 -0.1 0.4
H -1.24796 2.43461 0.50181 -0.3 0.0 -0.3
H -1.06019 0.41470 -0.76906 -0.6 0.1 0.2
H -4.12333 0.53280 -1.07226 0.1 0.1 -0.1
H -2.99172 -0.40815 -2.10319 -0.2 0.2 0.3
H -2.80081 0.05700 1.72029 0.1 -0.1 -0.2
H -1.45271 -0.98123 1.19171 0.2 -0.1 0.2
H 1.39742 -0.73990 1.63434 0.0 -0.1 0.0
H 0.54989 0.76188 1.90848 0.1 0.1 -0.2
H 2.25102 0.63844 2.35110 0.1 0.0 0.0
H 3.41722 -1.15469 0.97947 0.1 0.0 -0.7
H 1.78281 2.11233 -1.36771 -0.3 -0.1 0.3
H 3.40924 0.69894 -1.33032 -0.4 -0.3 0.2
H 4.53094 -1.77015 -1.46278 0.1 0.0 0.2
H 5.48220 -0.65694 -0.66969 -0.4 -0.3 0.1
N 3.60239 -0.85312 0.01784 -0.2 0.6 0.7
N 4.76673 -1.38208 -0.55276 0.2 0.1 -0.3
O -3.77804 -2.23071 0.02907 0.2 0.7 -0.2
```
Positions in Å, forces in eV/Å.

Properties
Lowest unoccupied orbital energy in eV: -0.192
HOMO level in eV: -7.85
Total charge: 0

=====

Record 3
Density functional theory data (wB97M-V/def2-TZVPD) for a single C2HF2IO molecule in a non-equilibrium geometry.

The geometry in XYZ format:
```
7
Properties=species:S:1:pos:R:3:forces:R:3
O 0.13922 1.40030 0.02329 -0.8 3.0 -1.7
C 0.29751 0.55194 0.77858 3.9 -3.6 0.3
C 1.90382 -0.27559 0.79515 -2.2 1.8 0.6
F 1.64686 -1.59348 0.95413 0.5 0.7 -0.5
F 2.66762 0.11491 1.85492 -0.4 -0.3 -0.8
I 2.77502 0.42959 -1.10051 0.1 -0.8 0.8
H -0.46132 -0.02269 1.23674 -1.1 -0.7 1.3
```
Positions in Å, forces in eV/Å.

Properties
Lowest unoccupied orbital energy in eV: -0.143
HOMO level in eV: -9.99
Total charge: 0